Computed, not measured: a structure of composition C25H56FeN12S, with ωB97M-V with the def2-TZVPD basis set.

Geometry as XYZ:
```
95
Properties=species:S:1:pos:R:3:forces:R:3
Fe 0.078 0.313 -0.538 -0.05 0.05 0.13
C 0.532 -3.050 2.712 -0.01 0.01 0.01
N 0.711 -2.272 1.496 0.04 -0.04 -0.02
C -0.290 -2.518 0.478 0.00 0.02 0.00
C 1.728 -1.376 1.345 0.00 0.03 0.01
N 1.661 -0.419 0.459 -0.04 0.00 -0.03
C 2.877 0.326 0.139 0.00 0.01 0.00
C 2.701 1.032 -1.199 0.02 -0.05 -0.01
N 1.373 1.680 -1.242 0.01 0.04 0.05
C 0.912 1.944 -2.615 0.02 0.06 0.03
C 0.677 0.642 -3.379 0.02 -0.02 -0.01
N 0.469 -0.492 -2.453 -0.02 -0.02 -0.05
C 0.430 -1.668 -3.055 0.02 -0.01 0.00
N -0.052 -1.847 -4.314 0.03 0.01 0.00
C 0.565 -2.773 -5.256 0.00 0.01 -0.02
C -1.231 -1.163 -4.816 -0.01 0.00 0.00
N 0.921 -2.784 -2.446 0.01 -0.02 0.01
C 2.169 -2.776 -1.707 0.01 0.00 -0.01
C 0.361 -4.104 -2.683 0.00 -0.01 0.02
C 1.347 2.920 -0.433 -0.01 -0.01 0.00
C 0.040 2.968 0.335 0.00 -0.01 0.02
N -0.195 1.678 0.997 0.02 0.07 -0.03
C -0.236 1.632 2.310 0.00 -0.04 -0.01
N -0.823 0.577 2.942 -0.01 0.01 0.00
C -0.459 0.185 4.295 -0.01 0.00 0.00
C -1.973 -0.120 2.393 0.02 -0.01 0.01
N 0.278 2.601 3.129 0.01 0.01 0.02
C 1.580 3.208 2.923 0.00 -0.01 0.00
C -0.461 3.101 4.281 0.00 0.01 -0.01
N 2.816 -1.547 2.166 -0.02 -0.01 0.02
C 3.442 -2.845 2.363 0.02 0.00 -0.02
C 3.358 -0.448 2.944 0.00 0.00 0.00
H -0.527 -3.056 2.975 0.00 0.00 0.00
H 0.847 -4.088 2.584 0.00 0.00 0.00
H 1.091 -2.612 3.534 0.00 0.00 0.00
H -1.278 -2.178 0.793 0.00 0.00 0.00
H -0.018 -2.032 -0.456 0.00 0.00 0.00
H -0.359 -3.591 0.281 0.00 0.00 0.01
H 3.093 1.074 0.907 0.00 0.01 -0.01
H 3.751 -0.330 0.101 0.01 0.00 -0.02
H 3.497 1.766 -1.357 -0.01 0.01 0.01
H 2.745 0.312 -2.012 -0.01 0.01 0.00
H -0.020 2.502 -2.528 -0.01 -0.03 0.01
H 1.626 2.584 -3.145 0.02 -0.05 -0.02
H -0.162 0.820 -4.052 -0.03 0.01 0.01
H 1.541 0.420 -4.013 -0.02 0.00 -0.02
H 1.540 -3.087 -4.894 -0.01 0.00 -0.01
H -0.056 -3.654 -5.431 0.00 0.00 0.00
H 0.704 -2.259 -6.208 0.00 0.00 0.00
H -1.734 -0.638 -4.008 0.00 0.00 0.00
H -0.982 -0.459 -5.614 0.00 0.00 0.01
H -1.918 -1.907 -5.226 0.00 0.00 0.00
H 2.550 -1.763 -1.639 -0.01 -0.03 0.00
H 2.032 -3.170 -0.697 0.00 0.00 -0.01
H 2.903 -3.408 -2.217 0.00 0.00 0.00
H -0.629 -4.019 -3.123 0.00 0.00 0.00
H 0.993 -4.711 -3.336 0.00 0.00 0.01
H 0.271 -4.627 -1.729 0.00 0.00 0.00
H 2.193 2.905 0.250 0.00 0.01 0.00
H 1.465 3.796 -1.076 0.00 0.00 0.00
H 0.018 3.813 1.024 0.00 0.00 0.00
H -0.770 3.123 -0.384 0.00 0.01 0.00
H 0.509 0.602 4.560 0.00 0.00 0.00
H -1.196 0.505 5.035 0.00 0.00 0.00
H -0.393 -0.902 4.338 0.00 -0.01 0.00
H -2.015 -0.014 1.313 -0.01 0.00 0.00
H -1.901 -1.180 2.634 0.00 0.00 0.00
H -2.903 0.253 2.836 0.00 0.00 0.00
H 2.175 2.592 2.254 0.00 0.01 0.00
H 1.523 4.224 2.522 0.00 0.00 0.00
H 2.098 3.258 3.883 0.00 0.00 0.00
H -1.474 2.706 4.280 0.00 0.00 0.00
H 0.022 2.839 5.225 0.00 0.00 0.00
H -0.522 4.189 4.221 0.00 0.00 0.00
H 3.040 -3.566 1.655 -0.01 0.00 0.01
H 4.515 -2.759 2.181 0.00 -0.01 0.00
H 3.300 -3.228 3.377 0.00 0.01 0.00
H 2.656 0.385 2.945 0.00 0.00 0.00
H 3.490 -0.775 3.978 0.00 0.00 0.00
H 4.326 -0.101 2.573 0.00 0.00 0.00
C -5.132 0.800 -2.342 0.01 0.01 0.00
N -4.575 1.424 -1.158 0.00 -0.03 0.02
C -5.339 2.420 -0.403 -0.02 -0.01 0.01
C -4.410 2.726 0.777 0.00 0.03 -0.01
N -3.128 2.243 0.263 0.00 -0.02 -0.01
C -3.303 1.408 -0.772 0.01 0.01 0.01
S -2.080 0.469 -1.513 -0.03 -0.03 -0.10
H -6.057 0.288 -2.080 0.00 0.00 0.00
H -4.422 0.079 -2.736 0.00 -0.01 0.00
H -5.345 1.553 -3.103 0.00 0.00 0.00
H -6.299 2.011 -0.094 0.00 0.01 0.00
H -5.520 3.299 -1.028 0.02 0.00 -0.01
H -4.702 2.177 1.675 0.00 -0.02 -0.01
H -4.369 3.787 1.009 0.00 0.00 0.01
H -2.288 2.156 0.818 0.00 0.02 0.00
```
Forces are in eV/Å.

Its charge is +2. The HOMO energy (alpha / beta) comes out at -13.18 / -13.21 eV. Its energy above the lowest of the compared OMol25 structures with the same formula, charge and spin is 0.0 kJ/mol.